11
Properties=species:S:1:pos:R:3:forces:R:3 method="wB97M-V/def2-TZVPD" homo_energy_ev=-9.48
C -1.114123 0.161498 -0.380102 1.28 0.94 -0.67
C 0.011186 0.100838 -0.786249 -1.69 0.51 -0.42
C -2.385295 -0.027084 0.261704 0.33 1.55 -1.46
O 1.228702 0.152465 -1.275034 0.89 -0.05 1.06
P 2.235254 -0.117150 0.030767 0.24 -0.85 -1.15
S 1.726220 -1.678876 1.022377 0.74 0.93 -0.25
Cl 3.922764 -0.049359 -1.108415 -0.22 -0.30 0.53
Cl 2.342133 1.665476 0.927596 -0.19 -0.06 0.19
H -3.007560 -0.466281 -0.457668 -1.21 -1.34 -0.37
H -2.051972 -0.531807 1.072010 -0.07 -2.75 2.66
H -2.907309 0.790279 0.693012 -0.10 1.42 -0.12